Below is a structure of composition H6Na4O4 at a distorted geometry, with properties calculated with wB97M-V/def2-TZVPD.

Values from the calculation:
largest force on an atom = 2.0 eV/A
total charge = +3
highest occupied orbital energy (alpha / beta) = -20.889 / -20.889 eV
spin multiplicity = 2
⟨S²⟩ = 0.75
energy = -25923.3400 eV

Cartesian coordinates (Å):
Na: -13.62940 -12.13881 18.95627
Na: -16.38658 -14.83132 15.99729
Na: -17.04066 -12.81596 18.54442
Na: -14.92300 -15.34705 19.08571
O: -17.10696 -11.02813 16.85224
H: -16.40643 -11.40391 17.42019
O: -14.93394 -13.55004 17.58757
H: -14.75805 -12.86548 16.91306
O: -12.91938 -13.03980 15.66341
H: -13.30004 -13.61567 16.32651
H: -13.62961 -12.44299 15.42758
O: -14.93975 -11.35884 15.03317
H: -15.55524 -11.14079 15.73307
H: -15.41648 -11.97584 14.47795

These are the Löwdin partial charges, in e, on atoms 1 to 2: 0.863, 0.873

***

Below is a cluster of 2 separate species, H6O2Si2 in total at a distorted geometry, with properties calculated with wB97M-V/def2-TZVPD.

Values from the calculation:
largest force on an atom = 4.4 eV/A
total charge = 0
highest occupied orbital energy (alpha / beta) = -7.559 / -7.560 eV
energy relative to the best compared isomer or geometry (same formula, charge and spin) = 425.8 kJ/mol
energy = -19945.1503 eV

Cartesian coordinates (Å):
O: 1.45576 -0.79189 0.99616
O: 2.02087 1.41990 -0.25744
Si: -1.27467 0.16120 0.46674
Si: 0.84401 0.29325 0.02398
H: 2.28757 -1.04401 1.24205
H: 2.10839 1.54526 -1.17565
H: -1.57057 -1.29461 0.32483
H: -1.04917 0.36292 1.95035
H: -2.22622 1.24184 0.11244
H: 0.61266 -0.18330 -2.70990

These are the Löwdin partial charges, in e, on atoms 1 to 2: -0.138, -0.199

***

Below is a cluster of 3 separate species, H6O3 in total, with properties calculated with wB97M-V/def2-TZVPD.

Values from the calculation:
largest force on an atom = 0.2 eV/A
total charge = 0
highest occupied orbital energy = -10.812 eV
energy relative to the best compared isomer or geometry (same formula, charge and spin) = 46.4 kJ/mol
SMILES = O.O.O
energy = -6239.7726 eV

Cartesian coordinates (Å):
H: 1.82349 -0.21733 0.06465
H: 2.02687 -1.72353 0.05827
H: -1.43041 0.46892 1.41421
H: -0.57795 -0.78336 1.53731
H: -0.79656 0.39377 -2.52821
H: -0.41360 1.86417 -2.56414
O: 1.34616 -1.04903 0.16166
O: -0.94731 -0.06127 2.05803
O: -0.47783 1.10997 -1.96745

These are the Löwdin partial charges, in e, on atoms 1 to 2: 0.044, 0.039

***

Below is a cluster of 3 separate species, H6O3 in total, with properties calculated with wB97M-V/def2-TZVPD.

Values from the calculation:
largest force on an atom = 0.7 eV/A
total charge = 0
highest occupied orbital energy = -10.435 eV
energy relative to the best compared isomer or geometry (same formula, charge and spin) = 27.4 kJ/mol
SMILES = O.O.O
energy = -6239.9691 eV

Cartesian coordinates (Å):
O: -0.43980 0.16355 0.42136
H: 0.47237 0.14684 0.09142
H: -0.57022 1.06201 0.74311
O: 2.50239 0.40265 -0.06565
H: 2.76077 0.91444 -0.84131
H: 3.22172 -0.22509 0.06670
O: -2.79621 -1.18868 -0.12170
H: -1.95389 -0.84955 0.25310
H: -3.19713 -0.42617 -0.54702

These are the Löwdin partial charges, in e, on atoms 1 to 2: -0.053, 0.016

***

Below is a cluster of 3 separate species, H6O3 in total at a distorted geometry, with properties calculated with wB97M-V/def2-TZVPD.

Values from the calculation:
largest force on an atom = 5.2 eV/A
total charge = 0
highest occupied orbital energy = -11.343 eV
energy relative to the best compared isomer or geometry (same formula, charge and spin) = 103.0 kJ/mol
SMILES = O.O.O
energy = -6239.1854 eV

Cartesian coordinates (Å):
H: 0.39058 -0.94185 -1.51470
H: -0.80437 -0.33940 -0.69684
H: 0.42166 1.01425 -0.46013
H: 1.83517 1.11788 0.17130
H: -1.17855 -1.50905 1.36136
H: -0.13492 -0.01770 1.28892
O: -0.34683 -0.21680 -1.56831
O: 0.86074 1.34180 0.40222
O: -1.04347 -0.44913 1.01618

These are the Löwdin partial charges, in e, on atoms 1 to 2: 0.106, -0.011

***

Below is a cluster of 3 separate species, H6O3 in total at a distorted geometry, with properties calculated with wB97M-V/def2-TZVPD.

Values from the calculation:
largest force on an atom = 3.5 eV/A
total charge = 0
highest occupied orbital energy = -11.385 eV
energy relative to the best compared isomer or geometry (same formula, charge and spin) = 52.9 kJ/mol
SMILES = O.O.O
energy = -6239.7055 eV

Cartesian coordinates (Å):
H: -0.06321 1.44749 -2.08516
H: 0.54261 0.53095 -0.78153
H: -0.43947 -0.96054 -0.49877
H: -1.42615 -1.51508 0.35620
H: 0.26043 1.22656 1.72032
H: 0.52116 -0.32157 1.35258
O: 0.14907 0.50475 -1.69607
O: -0.48495 -1.52769 0.28594
O: 0.94050 0.61513 1.34650

These are the Löwdin partial charges, in e, on atoms 1 to 2: 0.112, 0.018

***

Below is a cluster of 3 separate species, H6O3 in total at a distorted geometry, with properties calculated with wB97M-V/def2-TZVPD.

Values from the calculation:
largest force on an atom = 7.1 eV/A
total charge = 0
highest occupied orbital energy = -10.887 eV
energy relative to the best compared isomer or geometry (same formula, charge and spin) = 145.9 kJ/mol
SMILES = O.O.O
energy = -6238.7410 eV

Cartesian coordinates (Å):
O: -1.38222 1.28956 0.26078
H: -0.73522 1.78056 -0.09522
H: -0.89922 1.20256 1.10778
O: 1.27278 -1.24444 1.32578
H: 0.80078 -1.08144 0.35778
H: 0.76478 -0.68244 1.97578
O: 0.27678 -0.43944 -1.43922
H: -0.54822 -0.23544 -1.21422
H: 0.44978 -0.58944 -2.27922

These are the Löwdin partial charges, in e, on atoms 1 to 2: -0.001, -0.030

***

Below is a cluster of 3 separate species, H6O3 in total at a distorted geometry, with properties calculated with wB97M-V/def2-TZVPD.

Values from the calculation:
largest force on an atom = 2.9 eV/A
total charge = 0
highest occupied orbital energy = -11.622 eV
energy relative to the best compared isomer or geometry (same formula, charge and spin) = 82.3 kJ/mol
SMILES = O.O.O
energy = -6239.4001 eV

Cartesian coordinates (Å):
H: -0.69710 -1.70241 -0.81993
H: -0.74201 -2.63563 0.44004
H: -1.59233 2.51008 1.75730
H: -0.68871 2.14436 0.57503
H: 2.12056 -0.46727 -1.66221
H: 1.77377 -0.33052 -0.18723
O: -1.25614 -2.13994 -0.15205
O: -1.33960 2.74078 0.85173
O: 2.42157 -0.11947 -0.80269

These are the Löwdin partial charges, in e, on atoms 1 to 2: 0.039, 0.001

***

Below is a cluster of 3 separate species, H6O3 in total at a distorted geometry, with properties calculated with wB97M-V/def2-TZVPD.

Values from the calculation:
largest force on an atom = 1.8 eV/A
total charge = +1
highest occupied orbital energy (alpha / beta) = -17.528 / -17.082 eV
spin multiplicity = 2
energy relative to the best compared isomer or geometry (same formula, charge and spin) = 68.2 kJ/mol
⟨S²⟩ = 0.76
energy = -6228.2832 eV

Cartesian coordinates (Å):
O: -0.97106 -1.23353 0.15433
H: -0.77452 -0.45028 0.74023
H: -1.88389 -1.21916 -0.09924
O: -0.03320 1.04134 1.25637
H: 0.80365 0.86043 1.73772
H: 0.31886 1.26830 0.34580
O: 1.05991 0.14406 -1.16509
H: 1.06697 0.09695 -2.11653
H: 0.41328 -0.50812 -0.85358

These are the Löwdin partial charges, in e, on atoms 1 to 2: 0.279, 0.084

***

Below is a structure of composition H6O3Rb at a distorted geometry, with properties calculated with wB97M-V/def2-TZVPD.

Values from the calculation:
largest force on an atom = 1.2 eV/A
total charge = +1
highest occupied orbital energy = -15.738 eV
energy relative to the best compared isomer or geometry (same formula, charge and spin) = 15.4 kJ/mol
energy = -6890.7254 eV

Cartesian coordinates (Å):
Rb: -0.54183 -0.81983 1.29204
O: -1.26797 2.05722 1.16979
H: -1.90835 2.75489 1.44231
H: -0.93049 2.25701 0.30284
O: 1.24353 0.80282 -0.48577
H: 2.07800 1.09410 -0.10326
H: 0.84351 1.50043 -1.00476
O: 0.01628 -2.86977 -0.72472
H: 0.88345 -3.05998 -1.08955
H: -0.41614 -3.71689 -0.79892

These are the Löwdin partial charges, in e, on atoms 1 to 2: 1.077, -0.135

***

Below is a structure of composition H6O3Tl at a distorted geometry, with properties calculated with wB97M-V/def2-TZVPD.

Values from the calculation:
largest force on an atom = 1.1 eV/A
total charge = +3
highest occupied orbital energy = -26.023 eV
energy relative to the best compared isomer or geometry (same formula, charge and spin) = 148.3 kJ/mol
energy = -10890.8343 eV

Cartesian coordinates (Å):
Tl: 17.79605 -19.67118 9.10923
O: 16.55491 -18.36345 11.23786
H: 16.90996 -18.26472 12.16360
H: 16.13766 -17.48495 11.03070
O: 15.14395 -20.74987 9.61705
H: 14.84452 -20.82887 10.55980
H: 14.30870 -20.66136 9.08162
O: 19.25192 -20.90129 6.98522
H: 20.16143 -21.30356 6.97891
H: 19.02974 -20.73837 6.03155

These are the Löwdin partial charges, in e, on atoms 1 to 2: 1.768, 0.061

***

Below is a structure of composition H6O5Si2 at a distorted geometry, with properties calculated with wB97M-V/def2-TZVPD.

Values from the calculation:
largest force on an atom = 4.1 eV/A
total charge = 0
highest occupied orbital energy = -10.208 eV
energy relative to the best compared isomer or geometry (same formula, charge and spin) = 221.2 kJ/mol
energy = -26093.4683 eV

Cartesian coordinates (Å):
O: 1.00274 1.64008 1.12197
O: 0.37420 1.36078 -2.18213
O: 0.19086 -2.13884 0.51907
O: -2.13075 -1.10637 -0.39383
O: -0.83260 -0.07853 1.65894
Si: 0.81792 0.50965 -0.87725
Si: -0.65623 -0.80422 0.19400
H: 1.88649 1.99795 0.99724
H: -0.34197 2.03294 -2.28538
H: 0.22074 -2.75588 1.37319
H: -2.46303 -2.04202 -0.46945
H: -0.28978 0.73439 1.54161
H: 2.22141 0.65005 -1.19799

These are the Löwdin partial charges, in e, on atoms 1 to 2: -0.358, -0.250